# C3H4NO2

A structure of composition C3H4NO2 at a distorted geometry (ωB97M-V/def2-TZVPD, the Open Molecules 2025 dataset).

Geometry (Å):
C (0.45, 0.27, -0.24)
C (2.48, 0.22, -0.01)
C (-1.81, -0.20, 0.30)
N (-0.44, -0.03, 0.60)
O (2.86, -0.89, -0.33)
O (2.96, 1.30, 0.27)
H (0.13, 0.32, -1.31)
H (-1.91, -1.30, 0.50)
H (-2.02, 0.14, -0.77)
H (-2.69, 0.17, 1.01)

* maximum force: 2.501 eV Å⁻¹
* total charge: -1
* LUMO level: 4.108 eV
* energy above the lowest of the compared OMol25 structures with the same formula, charge and spin: 51.9 kcal/mol
* HOMO-LUMO gap: 7.260 eV